No. 1
DFT (wB97M-V/def2-TZVPD) results for an isolated molecule of C4H5NO at a distorted geometry.

Summary:
- total energy (hartree) = -285.2895
- relative energy (zero: lowest compared OMol25 entry of this formula, charge and spin) (kcal/mol) = 78.5
- structure (SMILES) = Oc1ccc[nH]1
- HOMO level (eV) = -7.85
- gap between HOMO and LUMO (Ha) = 0.302

```
11
Properties=species:S:1:pos:R:3:forces:R:3:nbo_charge:R:1
O -1.656 -0.606 0.884 -4.92 -4.61 -1.60 -0.632
C -0.692 -0.127 0.128 -1.13 1.57 2.23 0.406
C -0.172 1.119 0.165 -1.73 5.00 -0.72 -0.380
C 1.191 1.105 -0.321 -0.38 2.87 1.39 -0.283
C 1.345 -0.152 -0.718 3.84 -4.30 0.38 -0.106
N 0.216 -0.951 -0.222 6.94 -4.36 -5.17 -0.560
H -2.083 -1.564 0.374 1.79 4.37 2.31 0.457
H -0.839 2.098 0.148 1.55 -2.29 0.82 0.222
H 1.949 1.998 -0.072 -1.82 -2.37 -1.41 0.246
H 2.421 -0.699 -0.971 -3.32 1.28 0.58 0.206
H 0.253 -1.998 -0.523 -0.83 2.85 1.18 0.424
```
Positions in Å, forces in eV/Å.



No. 2
DFT (wB97M-V/def2-TZVPD) results for a structure of composition C49H81CaN3O6SSb2 at a distorted geometry.

Summary:
- total energy (hartree) = -4087.9315
- relative energy (zero: lowest compared OMol25 entry of this formula, charge and spin) (kcal/mol) = 21.1
- charge = -2
- HOMO level (eV) = -2.43
- gap between HOMO and LUMO (Ha) = 0.230

```
143
Properties=species:S:1:pos:R:3:forces:R:3:lowdin_charge:R:1
Ca 0.591 -1.312 0.696 -1.38 0.70 -2.41 1.283
C -0.936 -3.243 -2.899 0.00 0.05 0.10 -0.101
N -1.531 -2.727 -1.682 -0.07 -0.08 0.02 -0.236
C -2.162 -3.810 -0.953 0.05 -0.01 -0.03 -0.106
C -2.482 -1.671 -1.979 0.03 0.04 0.07 -0.192
C -2.836 -0.804 -0.776 0.04 -0.08 -0.14 -0.174
N -1.745 -0.061 -0.151 0.04 0.16 0.06 -0.153
C -1.273 1.072 -0.972 0.06 -0.15 -0.04 -0.122
C -0.701 0.761 -2.329 -0.03 0.06 0.15 -0.154
C -1.264 1.354 -3.444 0.01 -0.01 -0.06 -0.016
C -0.738 1.164 -4.718 0.02 -0.08 0.05 -0.193
C 0.358 0.311 -4.802 -0.11 0.04 -0.03 -0.021
C 0.951 -0.337 -3.723 0.08 -0.09 -0.01 -0.095
C 0.460 -0.067 -2.405 0.01 0.24 -0.17 -0.341
O 0.999 -0.497 -1.318 -0.01 0.13 -0.53 -0.319
C 2.136 -1.268 -4.054 0.05 -0.01 0.03 -0.512
C 3.305 -0.407 -4.565 -0.05 -0.02 0.07 -0.046
C 1.744 -2.283 -5.154 -0.03 0.08 0.02 -0.054
C 2.646 -2.103 -2.875 0.04 0.12 -0.01 -0.077
C -1.270 1.861 -5.968 0.00 0.03 -0.04 -0.565
C -0.226 2.874 -6.463 -0.05 -0.03 0.00 -0.055
C -2.574 2.613 -5.691 0.09 -0.06 0.02 -0.079
C -1.544 0.836 -7.080 -0.01 0.04 0.05 -0.061
C -2.294 0.473 1.125 0.08 0.04 0.01 -0.138
C -1.529 1.583 1.797 0.02 -0.16 -0.06 -0.150
C -2.035 2.875 1.797 0.00 0.05 0.07 -0.008
C -1.404 3.905 2.479 -0.02 0.00 0.00 -0.191
C -0.307 3.547 3.269 -0.05 0.03 -0.04 -0.002
C 0.227 2.272 3.322 0.08 -0.04 -0.01 -0.094
C -0.311 1.269 2.448 -0.18 0.21 0.09 -0.336
O 0.234 0.111 2.255 -0.19 0.80 0.81 -0.248
C 1.321 1.909 4.330 0.04 -0.08 -0.03 -0.518
C 2.596 1.401 3.640 -0.02 0.02 -0.02 -0.042
C 1.718 3.092 5.218 -0.03 -0.06 -0.04 -0.079
C 0.749 0.810 5.241 0.02 0.01 -0.07 -0.040
C -1.815 5.371 2.365 -0.03 0.01 0.01 -0.564
C -3.055 5.553 1.487 0.08 -0.04 0.06 -0.079
C -0.658 6.155 1.724 -0.07 -0.01 0.03 -0.054
C -2.126 5.961 3.749 0.02 -0.03 -0.05 -0.061
H -1.679 -3.764 -3.533 0.00 0.01 -0.01 0.089
H -0.149 -3.955 -2.638 -0.01 -0.01 -0.05 0.061
H -0.498 -2.425 -3.470 -0.02 -0.04 0.02 0.067
H -2.994 -4.254 -1.535 0.00 0.02 0.00 0.089
H -2.542 -3.459 0.001 -0.03 -0.03 0.02 0.052
H -1.432 -4.586 -0.732 -0.02 0.00 0.02 0.048
H -3.429 -2.102 -2.364 0.00 0.03 0.00 0.120
H -2.067 -1.044 -2.765 -0.03 -0.08 -0.05 0.099
H -3.280 -1.440 -0.004 -0.02 0.06 0.04 0.105
H -3.627 -0.099 -1.100 -0.02 -0.02 0.03 0.123
H -0.492 1.563 -0.387 -0.05 0.07 0.05 0.119
H -2.103 1.791 -1.100 0.04 0.04 0.03 0.125
H -2.141 1.974 -3.294 0.01 0.02 0.02 0.099
H 0.783 0.140 -5.786 0.04 -0.02 0.01 0.094
H 3.052 0.104 -5.498 0.00 0.01 -0.01 0.073
H 4.188 -1.030 -4.738 -0.01 -0.01 -0.01 0.080
H 3.560 0.349 -3.820 0.03 0.01 -0.01 0.065
H 1.061 -1.866 -5.894 0.05 -0.01 -0.05 0.065
H 1.260 -3.153 -4.707 -0.03 0.01 -0.04 0.068
H 2.641 -2.629 -5.675 0.01 -0.06 0.04 0.077
H 3.183 -1.498 -2.149 -0.03 -0.03 0.08 0.036
H 3.326 -2.872 -3.257 0.00 0.02 -0.03 0.077
H 1.826 -2.585 -2.345 0.03 -0.05 -0.05 0.038
H -0.021 3.608 -5.681 0.02 0.01 -0.01 0.087
H -0.579 3.402 -7.356 0.00 -0.01 -0.01 0.074
H 0.713 2.373 -6.705 0.01 0.01 0.00 0.076
H -2.420 3.403 -4.954 -0.05 0.01 0.01 0.079
H -3.342 1.934 -5.317 -0.02 0.03 0.01 0.085
H -2.941 3.074 -6.612 0.01 0.01 -0.01 0.075
H -0.629 0.328 -7.385 -0.01 -0.02 -0.01 0.069
H -1.969 1.327 -7.961 0.01 0.01 -0.01 0.073
H -2.248 0.080 -6.728 0.00 -0.01 -0.02 0.087
H -2.373 -0.374 1.815 -0.05 0.01 -0.02 0.107
H -3.313 0.856 0.940 0.00 -0.04 -0.03 0.118
H -2.950 3.059 1.242 0.03 -0.01 -0.05 0.099
H 0.152 4.323 3.871 0.03 -0.02 0.01 0.087
H 3.091 2.213 3.103 0.00 0.01 0.01 0.073
H 2.366 0.613 2.929 0.02 -0.04 0.00 0.061
H 3.296 0.995 4.375 0.00 0.02 0.01 0.093
H 2.147 3.905 4.627 0.00 0.02 0.03 0.080
H 2.476 2.761 5.932 0.00 -0.01 0.00 0.080
H 0.864 3.475 5.782 0.02 0.03 0.01 0.078
H 0.411 -0.026 4.632 -0.01 0.02 0.06 0.042
H -0.103 1.197 5.808 0.00 0.00 0.01 0.085
H 1.507 0.449 5.942 0.01 0.01 0.00 0.087
H -2.863 5.210 0.468 -0.05 0.00 -0.01 0.083
H -3.328 6.611 1.448 0.00 0.01 -0.02 0.075
H -3.904 4.995 1.887 -0.02 0.01 -0.03 0.080
H -0.409 5.718 0.755 0.02 0.03 -0.01 0.088
H 0.237 6.109 2.346 0.01 0.00 -0.01 0.076
H -0.929 7.206 1.580 0.01 0.00 0.01 0.074
H -2.972 5.435 4.197 0.01 0.01 0.03 0.084
H -2.378 7.023 3.669 -0.01 0.00 0.00 0.074
H -1.274 5.865 4.423 0.00 0.00 0.01 0.070
C -5.538 -0.596 4.250 0.07 -0.02 -0.04 -0.062
C -4.318 -1.410 3.901 -0.08 0.02 0.00 -0.291
C -4.410 -2.457 2.987 0.03 0.08 0.04 -0.056
C -3.291 -3.205 2.649 0.03 -0.09 -0.02 -0.072
C -2.065 -2.913 3.224 0.14 -0.06 -0.01 -0.253
C -1.966 -1.885 4.150 0.07 0.02 0.00 -0.053
C -3.084 -1.138 4.484 0.02 -0.05 -0.03 -0.040
S -0.566 -3.825 2.809 -0.49 -0.13 0.33 0.501
O -0.982 -4.696 1.717 -0.02 0.09 0.00 -0.396
O -0.209 -4.505 4.044 0.14 0.11 -0.03 -0.333
N 0.447 -2.762 2.324 -0.28 -1.48 1.37 -0.404
C 1.585 -2.411 3.166 0.09 0.01 0.20 -0.212
C 2.821 -2.047 2.318 0.47 -0.11 0.21 -0.711
O 3.900 -1.923 2.903 -0.11 -0.02 0.04 -0.010
O 2.625 -1.869 1.063 1.03 -0.33 0.53 -0.342
H -5.983 -0.160 3.353 -0.01 0.01 0.01 0.074
H -5.281 0.217 4.928 -0.02 0.00 0.01 0.068
H -6.299 -1.218 4.727 -0.02 0.03 0.02 0.072
H -5.369 -2.682 2.531 0.01 -0.01 -0.02 0.108
H -3.349 -4.026 1.947 -0.03 0.01 -0.01 0.099
H -1.002 -1.674 4.596 -0.03 0.06 -0.01 0.105
H -2.996 -0.324 5.195 0.02 0.02 -0.02 0.109
H 1.840 -3.216 3.855 0.12 -0.01 -0.06 0.109
H 1.381 -1.522 3.771 0.02 -0.03 -0.03 0.084
C 3.634 -4.815 -0.819 -0.18 0.16 -0.14 -0.331
Sb 1.629 -4.554 0.014 0.59 -0.85 -0.36 1.372
C 2.390 -5.417 1.833 -0.16 0.24 0.08 -0.292
C 1.001 -6.526 -0.742 -0.06 0.25 0.02 -0.343
H 4.026 -5.795 -0.539 -0.05 -0.01 0.04 -0.013
H 4.269 -4.033 -0.400 -0.01 0.01 -0.01 0.000
H 3.635 -4.725 -1.906 0.00 0.00 0.03 -0.027
H 2.757 -6.422 1.624 0.02 0.01 -0.10 -0.001
H 1.620 -5.461 2.597 0.00 -0.05 0.09 -0.019
H 3.213 -4.793 2.182 0.00 -0.01 0.03 0.012
H 1.771 -7.273 -0.541 0.03 0.04 0.03 -0.018
H 0.823 -6.484 -1.820 -0.03 0.01 0.01 -0.022
H 0.077 -6.814 -0.239 -0.01 -0.01 -0.01 -0.016
C 4.618 2.194 -1.769 -0.07 -0.20 0.03 -0.367
Sb 3.641 0.852 -0.306 0.68 0.80 -0.14 1.402
C 5.223 1.276 1.140 -0.17 -0.20 0.00 -0.347
C 2.404 2.523 0.308 -0.13 -0.24 -0.09 -0.320
H 4.983 3.100 -1.281 -0.04 -0.02 0.07 -0.016
H 3.907 2.475 -2.550 -0.02 -0.02 0.02 -0.020
H 5.460 1.684 -2.241 -0.01 0.00 0.00 -0.021
H 5.190 2.310 1.485 -0.04 0.01 -0.05 -0.013
H 6.190 1.085 0.670 -0.02 -0.01 -0.02 -0.016
H 5.106 0.594 1.984 0.02 0.03 0.02 -0.022
H 3.026 3.352 0.647 0.04 -0.02 0.00 0.000
H 1.724 2.224 1.102 -0.05 0.06 0.03 -0.030
H 1.811 2.840 -0.554 0.01 -0.01 -0.01 0.001
```
Positions in Å, forces in eV/Å.



No. 3
DFT (wB97M-V/def2-TZVPD) results for a structure of composition C36H36N7O4SeTa.

Summary:
- total energy (hartree) = -4535.8759
- relative energy (zero: lowest compared OMol25 entry of this formula, charge and spin) (kcal/mol) = 0.0
- charge = +2
- HOMO level (eV) = -13.30
- gap between HOMO and LUMO (Ha) = 0.261

```
85
Properties=species:S:1:pos:R:3:forces:R:3:lowdin_charge:R:1
Ta -0.206 -0.546 0.028 0.32 -0.25 0.54 1.463
C -1.364 3.757 5.944 0.01 -0.04 -0.05 -0.027
C -1.409 2.827 4.762 0.03 0.04 0.02 -0.237
C -2.322 1.805 4.663 -0.02 -0.02 0.00 0.042
C -2.345 0.926 3.557 -0.07 0.00 0.05 -0.109
C -3.242 -0.174 3.593 0.00 0.03 0.03 0.032
N -3.345 -1.107 2.694 -0.07 -0.07 0.01 0.078
C -4.146 -2.330 2.835 0.02 0.06 0.00 -0.135
C -5.583 -2.213 2.317 0.02 0.03 0.00 -0.134
C -5.738 -1.475 0.992 0.02 -0.05 0.04 -0.142
N -4.763 -1.955 0.006 -0.05 0.04 0.02 0.105
C -3.981 -1.217 -0.721 0.04 0.05 -0.02 -0.013
C -4.076 0.195 -0.928 -0.16 -0.10 0.05 -0.114
C -5.305 0.878 -1.055 -0.04 -0.03 0.01 0.025
C -5.346 2.201 -1.423 0.01 0.00 0.01 -0.239
C -6.642 2.940 -1.616 0.04 -0.01 0.00 -0.028
C -4.116 2.833 -1.664 -0.08 0.05 -0.02 0.050
C -2.888 2.206 -1.557 0.13 0.14 -0.07 -0.089
C -1.680 2.983 -1.904 -0.07 0.00 0.01 -0.088
N -0.522 2.492 -1.978 0.05 -0.01 0.04 0.057
C 0.572 3.397 -2.283 -0.03 -0.05 0.01 -0.208
C 1.420 3.591 -1.031 -0.01 -0.06 0.03 -0.152
C 1.800 2.261 -0.373 -0.06 0.14 -0.16 -0.186
N 0.731 1.704 0.500 -0.06 -0.25 0.07 -0.018
C 0.524 2.380 1.560 0.00 0.10 0.03 -0.069
C -0.467 2.122 2.600 0.08 0.05 -0.02 -0.100
C -0.491 2.956 3.708 -0.01 0.03 0.06 0.065
C -1.417 1.091 2.496 -0.02 -0.12 -0.06 -0.271
O -1.464 0.283 1.480 -0.12 0.01 0.03 -0.269
C -2.854 0.858 -1.157 0.15 0.01 0.09 -0.261
O -1.739 0.194 -0.986 0.08 0.12 -0.36 -0.330
H -2.239 3.630 6.578 0.00 0.00 0.00 0.085
H -1.325 4.798 5.624 -0.01 0.00 -0.01 0.092
H -0.478 3.567 6.553 0.00 0.00 0.00 0.094
H -3.044 1.655 5.459 0.01 0.00 -0.01 0.134
H -3.874 -0.282 4.472 0.00 0.00 0.00 0.161
H -2.724 -1.029 1.883 0.01 0.01 0.00 0.073
H -4.165 -2.618 3.885 0.02 -0.02 0.01 0.136
H -3.591 -3.099 2.298 0.01 -0.01 0.00 0.106
H -6.201 -1.685 3.046 -0.02 -0.01 0.00 0.127
H -5.989 -3.225 2.248 0.00 0.00 0.01 0.130
H -5.556 -0.411 1.128 0.03 0.02 -0.04 0.118
H -6.751 -1.598 0.611 0.00 -0.01 -0.02 0.140
H -4.579 -2.952 -0.012 -0.01 -0.01 0.01 0.170
H -3.161 -1.753 -1.190 -0.01 0.01 0.00 0.082
H -6.234 0.335 -0.933 0.01 0.00 0.00 0.126
H -7.484 2.375 -1.219 0.00 0.00 0.00 0.083
H -6.830 3.123 -2.675 0.01 0.00 0.00 0.096
H -6.617 3.908 -1.116 0.00 0.00 0.00 0.090
H -4.125 3.874 -1.974 -0.01 -0.01 0.01 0.136
H -1.863 4.046 -2.116 -0.03 -0.02 0.00 0.133
H 0.225 4.366 -2.661 -0.02 0.01 0.00 0.118
H 1.185 2.930 -3.057 0.00 0.00 -0.02 0.123
H 0.884 4.222 -0.316 0.02 0.02 -0.02 0.111
H 2.333 4.122 -1.301 0.01 -0.01 0.01 0.126
H 2.707 2.373 0.222 -0.02 -0.01 0.01 0.125
H 2.016 1.536 -1.154 0.01 0.00 0.04 0.101
H 1.133 3.271 1.739 -0.02 -0.01 0.01 0.146
H 0.243 3.755 3.760 0.00 -0.01 0.00 0.140
O 3.876 0.093 0.868 -0.02 0.05 -0.03 0.153
C 2.770 -0.371 0.919 -0.02 -0.07 0.07 -0.445
N 1.940 -0.711 -0.154 -0.13 -0.09 -0.17 -0.051
C 2.593 -1.001 -1.354 -0.04 0.11 0.13 -0.434
O 3.769 -1.177 -1.511 0.02 -0.05 -0.03 0.160
C 1.629 -1.094 -2.487 -0.03 -0.05 0.03 -0.181
C 2.072 -1.394 -3.759 0.01 0.00 -0.01 0.043
C 1.139 -1.484 -4.775 -0.03 0.01 0.00 0.001
C -0.198 -1.276 -4.464 0.05 -0.01 -0.04 -0.011
C -0.554 -0.980 -3.166 0.02 0.03 0.00 -0.098
N 0.346 -0.882 -2.175 -0.04 0.01 -0.12 -0.021
C 2.105 -0.662 2.223 -0.02 -0.03 0.03 -0.178
C 2.822 -0.713 3.404 -0.01 0.01 -0.03 0.045
C 2.157 -1.108 4.551 -0.05 -0.03 0.04 -0.004
C 0.811 -1.446 4.460 0.04 0.01 0.01 -0.010
C 0.172 -1.344 3.242 0.03 0.01 -0.03 -0.133
N 0.804 -0.937 2.136 0.03 0.11 -0.20 -0.025
H 3.131 -1.550 -3.907 0.00 0.00 -0.02 0.137
H 1.442 -1.716 -5.787 0.00 0.00 0.00 0.128
H -0.968 -1.342 -5.219 0.01 0.00 0.00 0.121
H -1.584 -0.813 -2.904 -0.01 0.00 0.01 0.105
H 3.874 -0.468 3.385 0.00 0.00 0.00 0.137
H 2.682 -1.179 5.494 -0.01 0.00 0.00 0.127
H 0.264 -1.799 5.323 0.01 0.00 0.00 0.120
H -0.864 -1.624 3.119 0.01 0.00 0.01 0.081
Se -1.008 -2.747 0.256 0.11 0.23 0.02 0.231
```
Positions in Å, forces in eV/Å.